[1]
21
Properties=species:S:1:pos:R:3:nbo_charge:R:1 method="wB97M-V/def2-TZVPD" smiles="C=CCCOC.C" mol_weight_g_mol=102.2 e_tot_ev=-8494.840 homo_ev=-9.403 spin_multiplicity=1 e_above_lowest_ev=2.052 e_lumo_ev=1.05
C -2.074 -1.019 0.988 -0.38
C -0.849 -1.460 0.717 -0.19
C 0.408 -0.756 1.152 -0.46
C 1.241 -0.159 0.017 -0.05
O 2.377 0.440 0.597 -0.54
C 3.211 1.051 -0.352 -0.25
H -2.239 -0.085 1.526 0.19
H -2.967 -1.488 0.581 0.20
H -0.741 -2.349 0.095 0.20
H 1.051 -1.456 1.699 0.22
H 0.154 0.056 1.843 0.21
H 1.548 -0.939 -0.703 0.16
H 0.660 0.592 -0.546 0.16
H 3.587 0.328 -1.093 0.16
H 4.062 1.479 0.185 0.19
H 2.691 1.859 -0.891 0.16
C -2.428 0.786 -1.165 -0.87
H -3.469 0.716 -0.828 0.21
H -2.383 0.679 -2.246 0.21
H -2.009 1.740 -0.838 0.21
H -1.830 -0.015 -0.738 0.23

***

[2]
17
Properties=species:S:1:pos:R:3:nbo_charge:R:1 method="wB97M-V/def2-TZVPD" smiles=C[C@H]1O[C@H]2CC[C@H]21 mol_weight_g_mol=98.1 e_tot_ev=-8429.781 homo_ev=-9.332 spin_multiplicity=1 e_above_lowest_ev=1.459 e_lumo_ev=1.10
C -0.202 -0.016 -1.988 -0.64
C -0.720 0.710 -0.768 0.10
O -1.658 -0.101 -0.029 -0.53
C -0.862 -0.016 1.150 0.12
C 0.233 -1.108 1.221 -0.44
C 1.290 -0.062 0.804 -0.41
C 0.175 0.942 0.472 -0.26
H 0.591 -0.727 -1.738 0.21
H -1.035 -0.577 -2.419 0.23
H 0.181 0.677 -2.741 0.21
H -1.219 1.643 -1.059 0.18
H -1.476 0.132 2.045 0.19
H 0.055 -1.879 0.467 0.22
H 0.392 -1.588 2.190 0.21
H 1.823 0.312 1.685 0.21
H 2.033 -0.337 0.047 0.20
H 0.399 1.996 0.661 0.21

***

[3]
16
Properties=species:S:1:pos:R:3:nbo_charge:R:1 method="wB97M-V/def2-TZVPD" mol_weight_g_mol=133.1 e_tot_ev=-13939.101 homo_ev=-8.145 spin_multiplicity=1 e_above_lowest_ev=3.536 e_lumo_ev=0.35
C -1.704 -0.220 0.228 0.49
C 1.959 -0.245 -0.396 -0.70
C -0.284 1.286 -0.902 0.56
C 0.953 0.634 0.294 0.69
N -1.296 -1.496 0.235 -0.77
O -0.982 1.700 -1.787 -0.60
O -1.751 0.455 1.341 -0.67
O 0.768 1.931 -0.353 -0.55
O 0.696 0.491 1.499 -0.70
H -0.781 0.533 1.702 0.52
H -2.339 0.099 -0.589 0.22
H -1.215 -1.986 -0.642 0.41
H -0.703 -1.805 0.992 0.41
H 1.778 -1.289 -0.139 0.22
H 1.955 -0.115 -1.475 0.23
H 2.946 0.027 -0.010 0.24

***

[4]
60
Properties=species:S:1:pos:R:3:nbo_charge:R:1 method="wB97M-V/def2-TZVPD" smiles="Cc1ccc(CC2=C(CN)C(=O)OC2=O)cc1.O=S1(=O)CCCC1.O=S1(=O)CCCC1" mol_weight_g_mol=471.6 e_tot_ev=-59740.213 homo_ev=-9.292 spin_multiplicity=1 e_lumo_ev=-0.91
C -2.860 0.407 -5.812 -0.63
C -2.035 -0.317 -4.783 -0.02
C -0.741 0.092 -4.460 -0.20
C -0.009 -0.575 -3.484 -0.20
C -0.571 -1.668 -2.827 -0.03
C 0.208 -2.384 -1.724 -0.47
C 0.015 -1.653 -0.443 -0.04
C -0.911 -1.835 0.502 -0.06
C -2.034 -2.807 0.598 -0.27
N -1.589 -4.194 0.417 -0.83
C -0.654 -0.799 1.528 0.76
O -1.365 -0.460 2.408 -0.53
O 0.559 -0.207 1.273 -0.50
C 0.865 -0.520 -0.033 0.78
O 1.640 0.080 -0.689 -0.53
C -1.860 -2.096 -3.151 -0.17
C -2.582 -1.419 -4.126 -0.21
H -3.584 -0.280 -6.234 0.22
H -2.255 0.851 -6.593 0.22
H -3.431 1.210 -5.349 0.22
H -0.292 0.933 -4.968 0.21
H 0.983 -0.264 -3.207 0.23
H -0.191 -3.384 -1.632 0.24
H 1.263 -2.406 -1.970 0.25
H -2.793 -2.524 -0.127 0.21
H -2.455 -2.707 1.593 0.22
H -1.990 -4.787 1.126 0.37
H -1.877 -4.550 -0.482 0.36
H -2.255 -2.957 -2.632 0.19
H -3.584 -1.730 -4.382 0.21
O 6.937 0.046 -3.007 -0.94
S 6.132 -0.605 -2.006 2.17
O 5.597 -1.925 -2.227 -0.95
C 7.016 -0.571 -0.449 -0.67
C 6.586 0.743 0.197 -0.41
C 5.072 0.849 -0.037 -0.40
C 4.812 0.508 -1.508 -0.68
H 8.084 -0.639 -0.643 0.25
H 6.685 -1.429 0.135 0.24
H 6.835 0.764 1.257 0.22
H 7.097 1.579 -0.286 0.21
H 4.552 0.134 0.604 0.21
H 4.693 1.840 0.206 0.23
H 3.859 0.007 -1.651 0.27
H 4.868 1.388 -2.145 0.25
O -3.795 3.473 7.058 -0.95
S -4.101 3.675 5.665 2.17
O -4.935 4.771 5.241 -0.94
C -2.570 3.687 4.737 -0.67
C -2.337 2.223 4.377 -0.41
C -3.701 1.674 3.943 -0.40
C -4.732 2.134 4.983 -0.68
H -1.784 4.121 5.350 0.25
H -2.732 4.295 3.848 0.24
H -1.593 2.117 3.591 0.24
H -1.979 1.677 5.252 0.22
H -3.961 2.077 2.963 0.21
H -3.687 0.589 3.857 0.23
H -5.710 2.322 4.549 0.25
H -4.821 1.428 5.806 0.25

***

[5]
17
Properties=species:S:1:pos:R:3:nbo_charge:R:1 method="wB97M-V/def2-TZVPD" smiles="C[C@@H]1C=COCC1" mol_weight_g_mol=98.1 e_tot_ev=-8430.052 homo_ev=-8.458 spin_multiplicity=1 e_above_lowest_ev=1.189 e_lumo_ev=1.07
C -0.957 1.550 -0.718 -0.60
C -0.551 0.594 0.404 -0.24
C 0.849 0.493 1.018 -0.35
C 1.505 -0.687 1.087 0.13
O 1.460 -1.651 0.135 -0.48
C 0.575 -1.168 -0.857 -0.09
C -0.751 -0.833 -0.087 -0.43
H -0.623 2.578 -0.581 0.21
H -2.055 1.557 -0.783 0.21
H -0.586 1.182 -1.681 0.20
H -1.177 0.843 1.279 0.21
H 1.180 1.269 1.694 0.22
H 2.064 -1.036 1.947 0.20
H 0.457 -1.903 -1.648 0.20
H 1.108 -0.299 -1.318 0.19
H -0.867 -1.466 0.813 0.22
H -1.630 -1.022 -0.703 0.21

***

[6]
8
Properties=species:S:1:pos:R:3:nbo_charge:R:1 method="wB97M-V/def2-TZVPD" mol_weight_g_mol=101.1 e_tot_ev=-23205.043 homo_ev=-13.940 spin_multiplicity=1 e_lumo_ev=-4.17 charge=+1
H -1.511 0.361 0.554 0.52
C 0.667 -0.609 0.444 0.19
C -0.313 -0.610 -0.497 0.04
O -1.018 0.542 -0.372 -0.77
H 1.299 -1.462 0.677 0.20
F 1.348 0.593 0.500 -0.38
H -0.861 -1.528 -0.716 0.21
K 0.388 2.712 -0.589 0.99